{
  "formula": "C4H5NO2",
  "method": "the ωB97M-V functional and the def2-TZVPD basis",
  "homo_lumo_gap_ev": 8.878,
  "energy_ev": -9809.9694,
  "lumo_energy_ev": 0.85,
  "homo_ev": -8.0,
  "largest_force_ev_per_a": 0.38,
  "symbols": ["N", "C", "C", "C", "O", "C", "O", "H", "H", "H", "H", "H"],
  "positions_angstrom": [[0.94, -1.97, -0.38], [0.05, -1.05, -0.16], [0.54, 0.24, -0.56], [-0.31, 1.11, 0.30], [-0.26, 2.46, 0.37], [-1.22, 0.34, 0.91], [-1.04, -1.04, 0.60], [0.74, -2.96, -0.38], [1.59, -0.82, -0.65], [0.45, 0.44, -1.63], [0.58, 2.74, 0.00], [-2.04, 0.55, 1.59]]
}